Version a
C40H110AsF6N10O10 as an isolated structure, computed with ωB97M-V/def2-TZVPD.

The LUMO energy comes out at 2.20 eV. The HOMO energy is -4.80 eV. Its net charge is -1. Its HOMO-LUMO gap is 6.997 eV.

Structure (XYZ):
```
177
C40H110AsF6N10O10 | OMol25 | ωB97M-V/def2-TZVPD
As 7.055 -9.105 19.366
F 8.335 -8.906 18.086
F 7.478 -10.845 19.443
F 5.805 -9.362 20.669
F 6.673 -7.385 19.455
F 5.683 -9.370 18.156
F 8.231 -8.584 20.655
C 6.103 -12.606 16.007
C 4.814 -13.357 16.246
C 4.863 -14.872 15.968
O 5.270 -15.237 14.627
C 5.017 -16.592 14.233
N 4.369 -13.127 17.592
H 5.881 -11.555 16.187
H 6.379 -12.873 14.987
H 6.850 -13.025 16.682
H 4.127 -13.161 15.424
H 3.897 -15.368 16.063
H 5.356 -15.467 16.737
H 3.956 -16.760 14.048
H 5.217 -17.337 15.004
H 5.575 -16.872 13.340
H 3.718 -12.355 17.557
H 5.142 -12.803 18.155
C 1.767 -6.859 18.096
C 3.022 -6.187 17.649
C 2.869 -4.645 17.543
O 3.849 -4.202 16.641
C 3.873 -2.821 16.219
N 4.024 -6.582 18.615
H 1.602 -6.616 19.146
H 1.750 -7.933 17.914
H 0.909 -6.492 17.532
H 3.404 -6.634 16.731
H 3.040 -4.182 18.515
H 1.905 -4.396 17.101
H 4.149 -2.273 17.120
H 2.892 -2.535 15.843
H 4.615 -2.680 15.433
H 4.434 -7.499 18.509
H 3.459 -6.766 19.432
C 4.971 -12.567 21.045
C 5.651 -13.861 21.445
C 7.125 -13.723 21.185
O 7.874 -14.947 21.218
C 7.536 -15.915 20.236
N 5.398 -14.238 22.811
H 5.265 -11.773 21.731
H 3.912 -12.808 20.949
H 5.400 -12.173 20.124
H 5.203 -14.655 20.847
H 7.588 -13.014 21.870
H 7.421 -13.292 20.228
H 6.626 -16.508 20.326
H 8.278 -16.714 20.233
H 7.648 -15.500 19.234
H 5.973 -13.562 23.295
H 5.975 -15.034 23.042
C 2.270 -6.417 22.680
C 3.338 -7.527 22.645
C 3.100 -8.577 23.715
O 3.044 -7.944 24.997
C 2.958 -8.850 26.073
N 3.427 -8.013 21.243
H 1.265 -6.711 22.378
H 2.651 -5.584 22.090
H 2.207 -5.905 23.641
H 4.219 -6.902 22.783
H 3.833 -9.382 23.764
H 2.156 -9.110 23.604
H 3.703 -9.626 26.244
H 1.957 -9.187 26.340
H 3.213 -8.193 26.905
H 4.237 -8.587 21.061
H 2.661 -8.630 21.012
C -0.959 -13.535 16.833
C -0.284 -12.237 17.163
C 1.150 -12.020 16.480
O 1.786 -10.962 17.123
C 2.783 -10.270 16.291
N -1.222 -11.138 17.032
H -1.263 -13.618 15.790
H -1.868 -13.522 17.435
H -0.354 -14.396 17.118
H -0.042 -12.249 18.226
H 0.992 -11.956 15.404
H 1.752 -12.890 16.745
H 3.556 -10.962 15.958
H 3.381 -9.537 16.833
H 2.353 -9.850 15.382
H -0.681 -10.329 16.764
H -1.834 -11.355 16.258
C 10.380 -8.511 15.670
C 9.617 -9.089 14.475
C 9.248 -10.634 14.565
O 10.327 -11.556 14.218
C 11.032 -12.125 15.330
N 8.436 -8.279 14.353
H 11.281 -9.050 15.966
H 9.852 -8.488 16.623
H 10.676 -7.483 15.462
H 10.283 -9.159 13.615
H 8.448 -10.817 13.848
H 8.779 -10.933 15.502
H 11.617 -13.020 15.120
H 10.177 -12.413 15.942
H 11.524 -11.368 15.941
H 7.988 -8.522 13.481
H 7.826 -8.459 15.138
C 12.806 -14.106 21.106
C 11.683 -14.651 20.279
C 11.554 -14.237 18.742
O 11.116 -12.891 18.725
C 9.780 -12.563 19.099
N 11.872 -16.108 20.385
H 12.535 -13.084 21.368
H 13.754 -14.132 20.569
H 12.976 -14.640 22.040
H 10.733 -14.334 20.709
H 10.953 -14.932 18.155
H 12.573 -14.285 18.357
H 8.920 -12.862 18.499
H 9.822 -11.476 19.024
H 9.547 -12.712 20.153
H 11.725 -16.365 21.351
H 12.809 -16.274 20.044
C 5.873 -6.439 15.303
C 7.028 -6.011 16.258
C 8.087 -5.038 15.659
O 9.046 -4.726 16.688
C 10.303 -4.205 16.157
N 6.409 -5.356 17.323
H 6.300 -6.584 14.311
H 5.035 -5.743 15.349
H 5.408 -7.387 15.575
H 7.573 -6.896 16.586
H 7.668 -4.101 15.292
H 8.460 -5.592 14.798
H 11.176 -4.501 16.738
H 10.445 -3.145 15.950
H 10.557 -4.643 15.192
H 5.820 -4.646 16.913
H 5.667 -5.865 17.781
C 10.082 -5.216 20.925
C 10.370 -5.756 19.571
C 11.321 -7.004 19.705
O 11.752 -7.258 18.428
C 12.638 -8.339 18.395
N 9.127 -6.174 18.982
H 9.615 -4.235 20.837
H 10.983 -5.218 21.538
H 9.349 -5.769 21.512
H 10.945 -4.972 19.079
H 10.793 -7.905 20.016
H 12.230 -6.813 20.276
H 12.966 -8.505 17.369
H 12.237 -9.226 18.887
H 13.552 -8.035 18.905
H 8.703 -6.757 19.690
H 9.378 -6.916 18.345
C 5.043 -3.060 20.664
C 6.412 -3.430 21.113
C 6.545 -3.677 22.635
O 7.725 -4.459 22.815
C 7.716 -5.299 23.963
N 6.869 -4.503 20.208
H 5.040 -3.172 19.580
H 4.756 -2.049 20.957
H 4.362 -3.722 21.199
H 7.033 -2.570 20.861
H 5.649 -4.187 22.989
H 6.604 -2.778 23.248
H 7.413 -4.621 24.761
H 8.631 -5.835 24.215
H 6.969 -6.089 23.897
H 7.411 -5.061 20.852
H 6.086 -5.091 19.959
```

Version b
C40H110AsF6N10O10 as an isolated structure, computed with ωB97M-V/def2-TZVPD.

The LUMO energy comes out at 2.11 eV. The HOMO energy is -5.62 eV. Its net charge is -1. Its HOMO-LUMO gap is 7.730 eV.

Structure (XYZ):
```
177
C40H110AsF6N10O10 | OMol25 | ωB97M-V/def2-TZVPD
As -19.264 -15.724 6.271
F -19.096 -15.195 4.601
F -20.156 -14.246 6.621
F -19.425 -16.314 7.916
F -18.328 -17.146 5.790
F -17.764 -14.929 6.745
F -20.725 -16.564 5.808
C -18.946 -8.976 1.811
C -18.265 -10.237 2.338
C -19.099 -10.996 3.345
O -19.316 -10.189 4.493
C -19.756 -10.838 5.653
N -17.942 -11.180 1.269
H -19.967 -9.133 1.461
H -18.391 -8.359 1.105
H -19.017 -8.336 2.701
H -17.287 -9.967 2.747
H -18.583 -11.916 3.637
H -20.072 -11.257 2.916
H -19.043 -11.596 5.992
H -20.730 -11.339 5.587
H -19.884 -10.051 6.397
H -18.797 -11.515 0.825
H -17.498 -10.749 0.464
C -23.447 -17.339 7.471
C -24.473 -18.418 7.308
C -25.162 -18.773 8.631
O -26.029 -19.855 8.443
C -26.646 -20.309 9.618
N -25.464 -18.151 6.259
H -23.797 -16.342 7.749
H -22.771 -17.182 6.627
H -22.701 -17.685 8.194
H -23.909 -19.288 6.954
H -25.749 -17.911 8.984
H -24.381 -18.924 9.390
H -25.832 -20.544 10.314
H -27.202 -21.232 9.462
H -27.347 -19.575 10.030
H -26.238 -18.753 6.532
H -25.838 -17.209 6.354
C -14.530 -17.275 6.147
C -14.469 -15.816 6.519
C -14.876 -14.881 5.372
O -14.787 -13.536 5.734
C -15.102 -12.652 4.674
N -15.306 -15.515 7.756
H -15.544 -17.678 6.070
H -14.001 -17.910 6.856
H -14.075 -17.478 5.168
H -13.427 -15.516 6.693
H -15.889 -15.167 5.060
H -14.171 -15.179 4.579
H -16.044 -12.915 4.186
H -14.294 -12.693 3.934
H -15.122 -11.651 5.099
H -15.441 -16.491 8.071
H -16.201 -15.366 7.264
C -21.593 -13.419 3.185
C -22.410 -14.718 3.366
C -23.665 -14.682 2.471
O -24.434 -15.866 2.597
C -25.237 -15.837 3.738
N -21.523 -15.805 2.951
H -21.348 -13.355 2.120
H -20.635 -13.429 3.699
H -22.206 -12.561 3.486
H -22.720 -14.890 4.398
H -23.328 -14.552 1.440
H -24.274 -13.797 2.691
H -25.731 -16.784 3.942
H -26.106 -15.167 3.605
H -24.699 -15.448 4.607
H -21.204 -15.558 2.016
H -20.671 -15.774 3.511
C -17.108 -19.800 8.222
C -16.884 -18.671 9.219
C -17.121 -19.173 10.637
O -16.888 -18.227 11.655
C -17.411 -18.547 12.915
N -15.461 -18.199 9.098
H -16.376 -20.594 8.389
H -16.977 -19.403 7.214
H -18.086 -20.283 8.233
H -17.478 -17.768 9.069
H -16.484 -20.044 10.849
H -18.182 -19.447 10.714
H -18.483 -18.740 12.816
H -17.445 -17.698 13.600
H -16.790 -19.340 13.337
H -15.148 -18.098 10.064
H -14.894 -19.007 8.838
C -18.574 -15.107 11.346
C -17.532 -14.831 10.246
C -17.524 -13.367 9.805
O -16.387 -13.155 9.034
C -16.493 -12.032 8.193
N -16.166 -15.192 10.679
H -18.609 -16.176 11.545
H -19.515 -14.697 10.964
H -18.327 -14.552 12.254
H -17.759 -15.478 9.400
H -17.416 -12.758 10.726
H -18.540 -13.060 9.518
H -15.634 -12.004 7.527
H -16.490 -11.099 8.777
H -17.418 -12.120 7.614
H -16.195 -16.198 10.832
H -16.035 -14.915 11.654
C -18.099 -14.391 1.659
C -17.241 -15.438 0.950
C -16.671 -16.419 1.956
O -15.836 -17.352 1.314
C -15.346 -18.407 2.101
N -18.048 -16.147 -0.085
H -18.925 -14.876 2.183
H -18.441 -13.705 0.892
H -17.582 -13.861 2.458
H -16.410 -14.962 0.424
H -17.432 -16.982 2.517
H -16.181 -15.806 2.726
H -16.197 -18.891 2.601
H -14.712 -18.035 2.911
H -14.845 -19.195 1.545
H -18.772 -16.631 0.459
H -17.488 -17.002 -0.189
C -23.105 -12.725 8.051
C -22.283 -12.454 9.303
C -21.456 -11.162 9.288
O -20.604 -11.001 10.392
C -19.938 -9.755 10.375
N -23.267 -12.338 10.416
H -23.847 -11.941 7.874
H -23.694 -13.635 8.168
H -22.469 -12.840 7.172
H -21.575 -13.265 9.489
H -22.132 -10.301 9.204
H -20.857 -11.205 8.366
H -20.719 -8.988 10.431
H -19.451 -9.589 9.406
H -19.161 -9.683 11.129
H -22.734 -11.828 11.121
H -23.969 -11.653 10.148
C -22.023 -22.130 13.188
C -20.991 -21.157 12.638
C -21.645 -20.015 11.871
O -20.653 -19.408 11.054
C -21.078 -18.173 10.515
N -20.229 -20.628 13.772
H -22.450 -21.893 14.162
H -21.537 -23.100 13.338
H -22.830 -22.402 12.504
H -20.219 -21.631 12.030
H -22.079 -19.266 12.541
H -22.430 -20.455 11.242
H -21.084 -17.443 11.332
H -22.081 -18.216 10.079
H -20.413 -17.855 9.711
H -20.781 -20.049 14.396
H -19.495 -20.024 13.427
C -18.818 -20.335 3.402
C -20.117 -20.225 4.165
C -20.043 -20.391 5.685
O -21.297 -20.193 6.290
C -21.284 -20.476 7.664
N -20.641 -18.851 3.843
H -18.457 -21.368 3.390
H -18.066 -19.633 3.778
H -18.874 -20.027 2.355
H -20.856 -20.892 3.709
H -19.377 -19.611 6.086
H -19.640 -21.361 6.013
H -22.258 -20.230 8.090
H -20.592 -19.825 8.213
H -21.066 -21.515 7.931
H -19.799 -18.377 3.530
H -20.825 -18.372 4.719
```

Name the most stable of them. version b.

Version a
A 2-piece molecular cluster, C4H3N overall, computed with ωB97M-V/def2-TZVPD.

The LUMO energy (alpha / beta) comes out at -2.82 / -1.85 eV. The HOMO energy (alpha / beta) is -9.94 / -11.40 eV. Its HOMO-LUMO gap (alpha / beta) is 7.119 / 9.552 eV.

Structure (XYZ):
```
8
C4H3N | OMol25 | ωB97M-V/def2-TZVPD
C -3.065 -1.289 0.087
C -2.015 -0.722 -0.015
C 1.236 -0.353 -0.099
C 1.915 0.930 -0.224
N 2.180 -0.339 0.714
H -4.013 -1.007 0.389
H 2.446 1.044 -1.142
H 1.316 1.736 0.290
```

Version b
C4H3N as an isolated structure, computed with ωB97M-V/def2-TZVPD.

The LUMO energy (alpha / beta) comes out at -1.23 / -1.23 eV. The HOMO energy (alpha / beta) is -8.63 / -8.63 eV. Its HOMO-LUMO gap (alpha / beta) is 7.398 / 7.396 eV.

Structure (XYZ):
```
8
C4H3N | OMol25 | ωB97M-V/def2-TZVPD
C -1.445 0.057 0.011
C 0.799 -0.709 0.065
C -0.542 -1.025 0.052
C -0.508 0.999 0.016
N 0.821 0.626 0.008
H -2.492 -0.060 0.011
H 1.701 -1.084 -0.162
H 1.666 1.196 -0.002
```

Name the most stable of them. version b.

Version a
An isolated ion of composition C3H8N2 and charge -1, computed with ωB97M-V/def2-TZVPD.

The LUMO energy (alpha / beta) comes out at 4.53 / 4.60 eV. As for the spin multiplicity: 2. The HOMO energy (alpha / beta) is 1.48 / -3.00 eV. Its net charge is -1. Its HOMO-LUMO gap (alpha / beta) is 3.054 / 7.605 eV.

Structure (XYZ):
```
13
C3H8N2 | OMol25 | ωB97M-V/def2-TZVPD
C 0.690 1.570 -0.262
C -0.078 0.273 -0.208
C -0.252 -0.363 0.952
N -0.699 -1.730 1.061
N -0.585 -0.220 -1.401
H 1.627 1.432 0.285
H 0.150 2.340 0.305
H 0.915 1.946 -1.255
H 0.078 0.114 1.865
H -0.285 -2.250 0.302
H -0.435 -2.080 1.965
H -0.174 0.129 -2.251
H -0.951 -1.161 -1.358
```

Version b
An isolated ion of composition C3H8N2 and charge -1, computed with ωB97M-V/def2-TZVPD.

The LUMO energy (alpha / beta) comes out at 4.56 / 4.49 eV. As for the spin multiplicity: 2. The HOMO energy (alpha / beta) is 1.41 / -3.10 eV. Its net charge is -1. Its HOMO-LUMO gap (alpha / beta) is 3.149 / 7.596 eV.

Structure (XYZ):
```
13
C3H8N2 | OMol25 | ωB97M-V/def2-TZVPD
C -0.303 0.581 -1.609
C -0.075 -0.019 -0.249
C -0.107 0.721 0.884
N 0.251 0.194 2.154
N 0.234 -1.367 -0.254
H -0.969 1.436 -1.727
H -0.589 -0.202 -2.313
H 0.659 0.953 -1.995
H -0.404 1.751 0.786
H -0.545 0.255 2.789
H 0.583 -0.751 2.228
H 0.449 -1.771 -1.160
H 0.816 -1.781 0.467
```

Name the most stable of them. version b.

Version a
C3H4Si as an isolated structure, computed with ωB97M-V/def2-TZVPD.

The LUMO energy comes out at 0.24 eV. The HOMO energy is -7.92 eV. Its HOMO-LUMO gap is 8.158 eV.

Structure (XYZ):
```
8
C3H4Si | OMol25 | ωB97M-V/def2-TZVPD
C 0.201 0.816 0.570
C 0.032 -0.743 0.521
C 0.808 0.097 -0.425
Si -1.553 0.043 -0.185
H 0.380 1.581 1.165
H 0.376 -1.556 1.246
H 1.369 0.239 -1.373
H -1.613 -0.476 -1.519
```

Version b
A 2-piece molecular cluster, C3H4Si overall, computed with ωB97M-V/def2-TZVPD.

The LUMO energy comes out at -1.09 eV. The HOMO energy is -7.71 eV. Its HOMO-LUMO gap is 6.628 eV.

Structure (XYZ):
```
8
C3H4Si | OMol25 | ωB97M-V/def2-TZVPD
C -0.799 -0.122 -0.682
C 0.217 -0.543 0.453
C -1.192 -0.996 0.221
Si 0.685 0.601 1.895
H -1.080 0.457 -1.537
H 1.187 -1.000 0.061
H -2.043 -1.472 0.523
H 3.157 0.891 1.916
```

Name the most stable of them. version a.